Density functional theory data (the ωB97M-V functional and the def2-TZVPD basis) for a single C2H4F3N molecule in a non-equilibrium geometry.

Geometry (Å):
C -1.16 0.11 0.28
C 0.03 -0.50 -0.36
F 0.14 -1.80 0.19
N 1.34 0.21 0.39
F 2.44 -0.17 -0.31
F 1.29 1.54 0.03
H -2.12 -0.35 0.09
H -0.83 0.19 1.31
H -1.23 1.16 -0.23
H 0.09 -0.38 -1.38

Its SMILES is C[C@H](F)N(F)F. The value obtained for the HOMO-LUMO gap is 11.8048 eV. Its maximum force is 5.401 eV Å⁻¹. As for the multiplicity: 1. For the energy relative to the best compared isomer or geometry (same formula, charge and spin), the calculation gives 112.3 kcal per mole. The value obtained for the HOMO energy is -10.787 eV. For the LUMO energy, the calculation gives 0.037 Eh.

Density functional theory data (the ωB97M-V functional and the def2-TZVPD basis) for a molecular structure, C2H4F3O4STl in a non-equilibrium geometry.

Geometry (Å):
Tl 0.85 1.71 0.49
C -3.00 -0.35 -2.51
F -2.39 -1.35 -2.93
F -2.40 0.74 -2.74
F -4.14 -0.30 -2.84
S -2.85 -0.50 -0.49
O -4.11 0.06 -0.10
O -2.71 -1.90 -0.23
O -1.68 0.25 -0.12
C 3.72 -0.09 1.88
O 3.44 1.28 1.71
H 3.75 -0.38 2.93
H 2.90 -0.65 1.42
H 4.61 -0.32 1.27
H 4.03 1.81 2.27

The value obtained for the HOMO-LUMO gap is 2.0593 eV. Its net charge is +2. Its maximum force is 7.343 eV Å⁻¹. As for the multiplicity: 1. For the energy relative to the best compared isomer or geometry (same formula, charge and spin), the calculation gives 0.0 kcal per mole. The value obtained for the HOMO energy is -17.156 eV. For the LUMO energy, the calculation gives -0.555 Eh.

Density functional theory data (the ωB97M-V functional and the def2-TZVPD basis) for 2 unconnected molecules or ions with the total composition C2H4FIOS in a non-equilibrium geometry.

Geometry (Å):
C 1.58 -0.23 -0.51
C 1.02 0.01 -1.67
F 0.12 -0.81 -2.11
H 2.45 0.25 -0.11
H 1.44 -1.02 0.06
H 1.17 0.83 -2.45
O -1.48 1.16 2.06
S -2.35 -0.17 2.40
I -1.84 -1.79 0.78
H -2.10 1.76 1.55

Its SMILES is C=CF.OSI. The value obtained for the HOMO-LUMO gap is 8.4280 eV. Its maximum force is 4.538 eV Å⁻¹. As for the multiplicity: 1. For the energy relative to the best compared isomer or geometry (same formula, charge and spin), the calculation gives 18.9 kcal per mole. The value obtained for the HOMO energy is -8.662 eV. For the LUMO energy, the calculation gives -0.009 Eh.

Density functional theory data (the ωB97M-V functional and the def2-TZVPD basis) for 2 unconnected molecules or ions with the total composition C2H4FN in a non-equilibrium geometry.

Geometry (Å):
C -0.25 0.42 -0.04
C 0.78 -0.65 -0.03
N -0.48 1.62 -0.03
F -1.85 -0.62 0.00
H 1.82 -0.06 -0.18
H 0.57 -1.37 -0.85
H 0.85 -1.05 0.99
H -1.44 1.72 0.15

The value obtained for the HOMO-LUMO gap is 11.7993 eV. Its maximum force is 3.285 eV Å⁻¹. As for the multiplicity: 1. For the energy relative to the best compared isomer or geometry (same formula, charge and spin), the calculation gives 35.7 kcal per mole. The value obtained for the HOMO energy is -11.229 eV. For the LUMO energy, the calculation gives 0.021 Eh.

Density functional theory data (the ωB97M-V functional and the def2-TZVPD basis) for 2 unconnected molecules or ions with the total composition C2H4FN in a non-equilibrium geometry.

Geometry (Å):
C -0.05 0.47 0.23
C -0.53 -0.43 -0.78
N 0.02 1.47 0.93
F 1.54 -1.10 1.15
H 0.32 -0.76 -1.50
H -1.41 -0.07 -1.36
H -0.75 -1.24 -0.24
H 0.87 1.65 1.57

The value obtained for the HOMO-LUMO gap is 8.6460 eV. Its maximum force is 5.098 eV Å⁻¹. As for the multiplicity: 1. For the energy relative to the best compared isomer or geometry (same formula, charge and spin), the calculation gives 70.1 kcal per mole. The value obtained for the HOMO energy is -9.487 eV. For the LUMO energy, the calculation gives -0.031 Eh.

Density functional theory data (the ωB97M-V functional and the def2-TZVPD basis) for a single C2H4FN3 molecule in a non-equilibrium geometry.

Geometry (Å):
C -0.60 0.44 -1.58
C 0.02 -0.43 2.00
N 0.19 0.24 0.95
N 1.01 -0.27 0.04
N 0.60 0.06 -1.17
F -0.80 0.06 2.99
H -1.43 0.21 -1.10
H -0.75 0.91 -2.49
H 0.44 -1.33 2.17
H 1.33 0.12 -1.81

The value obtained for the HOMO-LUMO gap (alpha / beta) is 8.3043 / 8.3037 eV. Its maximum force is 3.881 eV Å⁻¹. As for the multiplicity: 1. For the energy relative to the best compared isomer or geometry (same formula, charge and spin), the calculation gives 76.0 kcal per mole. The value obtained for the HOMO energy (alpha / beta) is -7.801 / -7.800 eV. For the LUMO energy (alpha / beta), the calculation gives 0.019 / 0.018 Eh.

Density functional theory data (the ωB97M-V functional and the def2-TZVPD basis) for 3 unconnected molecules or ions with the total composition C2H4FNO in a non-equilibrium geometry.

Geometry (Å):
C -1.26 -0.71 0.02
C 0.72 0.60 -0.20
N -0.39 0.12 0.37
O -1.89 -1.60 -0.39
F 0.51 -2.18 0.56
H -0.08 -3.60 0.67
H 0.42 1.65 -0.36
H 1.39 0.44 0.74
H 1.03 -0.10 -1.08

The value obtained for the HOMO-LUMO gap (alpha / beta) is 7.1126 / 7.1120 eV. Its maximum force is 11.071 eV Å⁻¹. As for the multiplicity: 1. For the energy relative to the best compared isomer or geometry (same formula, charge and spin), the calculation gives 125.0 kcal per mole. The value obtained for the HOMO energy (alpha / beta) is -9.304 / -9.303 eV. For the LUMO energy (alpha / beta), the calculation gives -0.081 / -0.081 Eh.

Density functional theory data (the ωB97M-V functional and the def2-TZVPD basis) for 2 unconnected molecules or ions with the total composition C2H4FNO in a non-equilibrium geometry.

Geometry (Å):
C 2.68 0.96 0.11
C -0.72 -0.36 -0.54
N 2.72 -0.17 0.24
O 2.88 -1.35 0.34
F -0.06 0.82 -0.59
H 2.17 1.92 0.04
H -1.83 -0.28 -0.30
H -0.79 -0.89 -1.58
H -0.21 -0.97 0.18

The value obtained for the HOMO-LUMO gap (alpha / beta) is 6.1401 / 7.6312 eV. As for the expectation value of S²: 2.0106. Its maximum force is 11.634 eV Å⁻¹. As for the multiplicity: 3. For the energy relative to the best compared isomer or geometry (same formula, charge and spin), the calculation gives 95.2 kcal per mole. The value obtained for the HOMO energy (alpha / beta) is -5.157 / -10.479 eV. For the LUMO energy (alpha / beta), the calculation gives 0.036 / -0.105 Eh.

Density functional theory data (the ωB97M-V functional and the def2-TZVPD basis) for a single C2H4FNO2 molecule in a non-equilibrium geometry.

Geometry (Å):
O -1.69 -0.42 -1.41
C -0.72 0.06 -0.55
C -0.51 -0.66 0.87
F 0.11 -1.75 0.04
N 0.34 0.89 -0.88
O 1.45 0.45 0.11
H 0.25 -0.18 1.73
H -1.66 -0.90 1.16
H 0.75 1.21 -1.72
H 1.69 1.30 0.65

Its SMILES is O=C(CF)NO. The value obtained for the HOMO-LUMO gap is 10.1885 eV. Its maximum force is 8.651 eV Å⁻¹. As for the multiplicity: 1. For the energy relative to the best compared isomer or geometry (same formula, charge and spin), the calculation gives 124.5 kcal per mole. The value obtained for the HOMO energy is -10.047 eV. For the LUMO energy, the calculation gives 0.005 Eh.

Density functional theory data (the ωB97M-V functional and the def2-TZVPD basis) for 2 unconnected molecules or ions with the total composition C2H4FNO2 in a non-equilibrium geometry.

Geometry (Å):
C -0.89 0.86 0.28
C -0.96 -0.13 -0.62
N 0.12 -1.07 -0.78
O 0.88 -1.19 0.21
O 0.25 -1.59 -1.83
F 2.07 0.95 1.45
H -1.59 1.62 0.43
H 1.93 0.07 1.18
H -0.02 0.93 0.96
H -1.79 -0.46 -1.29

The value obtained for the HOMO-LUMO gap (alpha / beta) is 8.8689 / 6.6503 eV. As for the expectation value of S²: 2.0210. Its maximum force is 9.279 eV Å⁻¹. As for the multiplicity: 3. For the energy relative to the best compared isomer or geometry (same formula, charge and spin), the calculation gives 41.9 kcal per mole. The value obtained for the HOMO energy (alpha / beta) is -7.981 / -10.870 eV. For the LUMO energy (alpha / beta), the calculation gives 0.033 / -0.155 Eh.

The highest energy relative to the best compared isomer or geometry (same formula, charge and spin) belongs to which entry?
number 7